one.
ORCA calculation (ωB97M-V/def2-TZVPD) on the molecule C4H9NO3.

## Properties
HOMO-LUMO gap: 8.146 eV
Spin multiplicity: 1
E_HOMO: -9.29 eV
M: 119.1 g mol⁻¹

Cartesian coordinates (Å):
O: -1.38024 -0.12802 0.84154
O: -0.80184 -1.38960 -1.03555
O: 0.66824 -1.54453 0.78428
N: -2.71524 -0.60170 0.62522
C: 1.01948 1.19648 0.99331
C: -0.38901 -0.77730 -0.02410
C: 0.61633 0.36020 -0.14228
C: 0.98380 0.73998 -1.50484
H: 0.92811 -2.29599 0.23263
H: 2.11565 1.27720 0.97870
H: -2.69201 -1.00548 -0.31794
H: 0.74102 0.81842 1.97201
H: 0.69549 2.24046 0.94224
H: -2.80235 -1.40280 1.25244
H: 1.05752 -0.14903 -2.13527
H: 1.85406 1.39088 -1.56884
H: 0.10099 1.27083 -1.89356

Atom charges from the natural (NBO) analysis, given in e for atoms 1 to 5: number 1, O, carries -0.449; number 2, O, carries -0.807; number 3, O, carries -0.740; number 4, N, carries -0.505; number 5, C, carries -0.741

two.
ORCA calculation (ωB97M-V/def2-TZVPD) on a 2-piece molecular cluster, C4H9NO3 overall.

## Properties
HOMO-LUMO gap: 8.257 eV
Spin multiplicity: 1
E_HOMO: -9.33 eV
M: 119.1 g mol⁻¹

Cartesian coordinates (Å):
O: -0.48341 -2.56797 -0.54680
O: -0.98554 -0.71386 -2.13765
O: 1.81630 1.25963 0.48320
N: 0.14732 -0.80234 1.21536
C: 1.30387 0.53304 -0.47555
C: -1.08614 1.06775 0.18630
C: -0.02030 -0.07476 0.01206
C: -0.45806 -1.09567 -0.98850
H: -1.78193 0.71925 1.12353
H: 0.11767 -0.14595 2.14844
H: 0.60363 1.88197 1.42140
H: 1.21521 1.12399 -1.34752
H: 2.00122 -0.24075 -0.79957
H: -0.54489 1.91632 0.81184
H: -1.53842 1.45857 -0.68955
H: 0.64305 -1.68964 1.06415
H: -0.94957 -2.62957 -1.48116

Atom charges from the natural (NBO) analysis, given in e for atoms 1 to 5: number 1, O, carries -0.696; number 2, O, carries -0.597; number 3, O, carries -0.612; number 4, N, carries -0.861; number 5, C, carries -0.075

Relative energies in kJ/mol: one 0.0; two 206.3

one.
ORCA calculation (ωB97M-V/def2-TZVPD) on a 2-piece molecular cluster, C4H9NO3 overall.

## Properties
HOMO-LUMO gap: 9.396 eV
Spin multiplicity: 1
E_HOMO: -8.84 eV
M: 119.1 g mol⁻¹
Structure (SMILES): C=C(C)O.NC(=O)O

Cartesian coordinates (Å):
O: -0.20241 -2.15419 0.40433
O: -0.29501 2.83797 -1.03131
O: 1.06091 -2.03403 2.25601
N: 2.06643 -2.05530 0.21361
C: -0.47880 0.55463 -1.47140
C: 0.99123 -2.07551 1.06336
C: -1.31687 1.47423 0.71012
C: -0.75706 1.59084 -0.68718
H: -0.95099 -0.39735 -1.33560
H: 2.94610 -1.81258 0.63417
H: -2.26031 2.01739 0.80963
H: 0.16188 0.70716 -2.33506
H: -0.56867 1.91665 1.36886
H: -0.10372 -2.77697 -0.32608
H: -0.77611 3.49610 -0.52002
H: -1.44636 0.42954 0.96988
H: 1.92977 -1.71858 -0.72331

Atom charges from the natural (NBO) analysis, given in e for atoms 1 to 5: number 1, O, carries -0.705; number 2, O, carries -0.687; number 3, O, carries -0.594; number 4, N, carries -0.861; number 5, C, carries -0.534

two.
ORCA calculation (ωB97M-V/def2-TZVPD) on the molecule C4H9NO3.

## Properties
HOMO-LUMO gap: 10.927 eV
Spin multiplicity: 1
E_HOMO: -10.16 eV
M: 119.1 g mol⁻¹
Structure (SMILES): C[C@@H](O)CNC(=O)O

Cartesian coordinates (Å):
O: -1.09399 2.60373 -0.43079
O: -3.11038 1.77910 0.14917
O: 0.30435 -2.17641 0.60509
N: -1.29673 0.38248 0.11219
C: -1.73087 1.63803 -0.09854
C: 2.14356 -0.97725 -0.57811
C: 0.13718 0.26541 0.47111
C: 0.68799 -1.02679 -0.19474
H: -0.02982 -1.19808 -1.01651
H: -3.21517 2.71869 -0.11463
H: 0.53254 0.20833 1.49275
H: 2.68358 -1.94106 -0.49371
H: 2.63656 -0.10516 -0.14644
H: 0.58694 1.18985 0.01197
H: -1.86347 -0.39421 0.40679
H: 2.11175 -0.79505 -1.71949
H: 0.51597 -2.17162 1.54391

Atom charges from the natural (NBO) analysis, given in e for atoms 1 to 5: number 1, O, carries -0.642; number 2, O, carries -0.705; number 3, O, carries -0.753; number 4, N, carries -0.642; number 5, C, carries 0.885

three.
ORCA calculation (ωB97M-V/def2-TZVPD) on C4H9NO3 as an isolated structure.

## Properties
HOMO-LUMO gap: 9.733 eV
Spin multiplicity: 1
E_HOMO: -9.07 eV
M: 119.1 g mol⁻¹

Cartesian coordinates (Å):
O: -0.73915 2.04975 -2.16836
O: -2.22219 0.38852 -2.30528
O: -0.57015 -0.65542 -1.50252
N: 0.33467 0.28831 -0.89164
C: 1.76327 -0.40914 1.10926
C: 0.34972 -0.56478 0.63854
C: -1.08395 0.92203 -1.94451
C: -0.69163 0.17566 1.41950
H: 2.45369 -0.94285 0.45883
H: -1.65834 0.10100 0.92070
H: 2.03699 0.63927 1.18718
H: 0.09065 -1.62205 0.52912
H: -1.88991 -0.73179 -2.01795
H: -0.76544 -0.27277 2.41426
H: 1.17783 0.26455 -1.46315
H: 1.84228 -0.85620 2.10459
H: -0.42833 1.22591 1.51144

Atom charges from the natural (NBO) analysis, given in e for atoms 1 to 5: number 1, O, carries -0.517; number 2, O, carries -0.676; number 3, O, carries -0.640; number 4, N, carries -0.345; number 5, C, carries -0.642

Relative energies in kJ/mol: one 8.7; two 0.0; three 606.8

one.
ORCA calculation (ωB97M-V/def2-TZVPD) on a 7-piece molecular cluster, H13O6S overall.

## Properties
HOMO-LUMO gap: 7.605 eV
Spin multiplicity: 1
E_HOMO: -4.04 eV
M: 141.2 g mol⁻¹
Net charge: -1

Cartesian coordinates (Å):
S: 2.15048 -0.82255 0.97408
O: -1.48600 0.30417 2.54256
O: -2.34160 -0.56046 -0.01110
O: 2.19141 0.00407 -2.23611
O: -0.74912 1.17690 -1.39837
O: -0.26503 -2.17277 -0.92263
O: -0.22667 2.14861 1.11291
H: -0.85971 -0.42531 2.62035
H: 2.61160 -0.06127 -1.35951
H: -1.91565 0.02521 -0.67666
H: 1.76992 -0.80974 -2.51654
H: 0.72738 2.17880 1.26512
H: 0.34591 -2.91498 -0.82108
H: -0.70481 1.60970 -0.51272
H: 2.45746 0.48079 0.88098
H: -0.50776 1.45651 1.75472
H: 0.18954 1.07927 -1.64251
H: -1.95331 0.11438 1.68995
H: -1.78851 -1.36030 -0.04601
H: 0.35449 -1.45103 -0.69743

Atom charges from the natural (NBO) analysis, given in e for atoms 1 to 5: number 1, S, carries -1.033; number 2, O, carries -0.986; number 3, O, carries -1.016; number 4, O, carries -1.004; number 5, O, carries -1.014

two.
ORCA calculation (ωB97M-V/def2-TZVPD) on a 7-piece molecular cluster, H13O6S overall.

## Properties
HOMO-LUMO gap: 7.955 eV
Spin multiplicity: 1
E_HOMO: -4.69 eV
M: 141.2 g mol⁻¹
Net charge: -1

Cartesian coordinates (Å):
S: 1.00003 0.52735 0.63259
O: -1.23643 -2.51742 1.20373
O: 0.98277 -1.56962 2.92187
O: -2.46641 0.28305 -0.76318
O: 0.88085 1.35857 -3.17780
O: 1.21263 -1.91941 -1.64456
O: -1.10954 2.87105 -0.18622
H: 1.03496 1.31929 -2.22436
H: -1.93032 0.96946 -0.34001
H: -0.07608 1.50161 -3.19093
H: 1.42016 -0.82354 3.35978
H: -0.31977 2.78651 -0.73087
H: 1.13962 -1.18545 -0.99594
H: 0.80077 -0.97530 2.11676
H: -0.71645 2.85678 0.69482
H: 1.68183 -1.46067 -2.34985
H: -2.42610 -0.46206 -0.14899
H: -0.57541 -2.89300 1.79784
H: -1.20033 -1.59245 1.48860
H: 1.90323 0.92524 1.53671

Atom charges from the natural (NBO) analysis, given in e for atoms 1 to 5: number 1, S, carries -1.010; number 2, O, carries -0.952; number 3, O, carries -1.014; number 4, O, carries -0.970; number 5, O, carries -0.956

Relative energies in kJ/mol: one 0.0; two 63.4

one.
ORCA calculation (ωB97M-V/def2-TZVPD) on C7H11N2S as an isolated structure.

## Properties
HOMO-LUMO gap: 8.303 eV
Spin multiplicity: 1
E_HOMO: -13.21 eV
M: 155.2 g mol⁻¹
Net charge: +1

Cartesian coordinates (Å):
S: -2.97483 1.76455 1.95815
N: -1.55897 -0.43625 -0.21686
N: 0.53215 -0.29233 0.47143
C: -1.41838 -2.07041 -2.22221
C: -1.41748 1.56205 1.83483
C: -0.72681 0.23950 0.57197
C: 0.44640 -1.22097 -0.51215
C: 1.68898 0.28459 1.13671
C: 2.16516 1.62255 0.48877
C: -0.85001 -1.31166 -0.91371
H: -0.53969 2.21877 2.00852
H: 2.36500 -0.58517 1.09582
H: -1.06689 -3.09030 -2.01876
H: -2.50237 -2.03044 -2.19188
H: 3.07538 1.71214 -0.21498
H: 1.28970 1.88832 -0.16912
H: -0.97719 -1.48885 -3.05021
H: 1.97672 2.45995 1.16070
H: 1.59009 0.47586 2.30558
H: 1.36158 -1.61153 -1.00589
H: -2.45856 -0.09037 -0.51673

Atom charges from the natural (NBO) analysis, given in e for atoms 1 to 5: number 1, S, carries 0.309; number 2, N, carries -0.504; number 3, N, carries -0.319; number 4, C, carries -0.624; number 5, C, carries -0.319

two.
ORCA calculation (ωB97M-V/def2-TZVPD) on an isolated ion of composition C7H11N2S and charge +1.

## Properties
HOMO-LUMO gap (spin up / spin down): 7.243 / 7.240 eV
Spin multiplicity: 1
E_HOMO (spin up / spin down): -11.55 / -11.54 eV
M: 155.2 g mol⁻¹
Net charge: +1
Structure (SMILES): C/C(=N\C[NH3+])c1cccs1

Cartesian coordinates (Å):
S: -1.79941 1.49189 -0.04329
N: 3.02290 1.80740 0.16013
N: 1.01364 0.75233 -0.11503
C: -3.44579 1.06422 -0.01279
C: -0.00055 -0.56917 -0.02340
C: -2.45904 -1.01405 0.02963
C: -3.64909 -0.29390 0.02483
C: 2.37254 0.45881 -0.16127
C: 0.54944 -1.92472 -0.00495
C: -1.33118 -0.19122 -0.00684
H: -4.19699 1.82999 -0.02107
H: -0.19682 -2.62312 0.37185
H: 2.75377 -0.27679 0.57136
H: 4.00994 1.85668 -0.10942
H: -4.62404 -0.74528 0.04704
H: 0.82973 -2.22852 -1.01798
H: 1.44506 -1.98970 0.61532
H: 2.91607 2.00922 1.16077
H: 2.45955 2.50167 -0.35305
H: -2.41358 -2.08725 0.05198
H: 2.74386 0.17152 -1.16385

Atom charges from the natural (NBO) analysis, given in e for atoms 1 to 5: number 1, S, carries 0.563; number 2, N, carries -0.682; number 3, N, carries -0.651; number 4, C, carries -0.320; number 5, C, carries 0.415

three.
ORCA calculation (ωB97M-V/def2-TZVPD) on a 2-piece molecular cluster, C7H11N2S overall.

## Properties
HOMO-LUMO gap: 8.779 eV
Spin multiplicity: 1
E_HOMO: -12.92 eV
M: 155.2 g mol⁻¹
Net charge: +1

Cartesian coordinates (Å):
S: 2.33294 1.04715 -0.67099
N: -1.12365 -0.08331 0.97288
N: 1.15408 3.29278 -0.66237
C: -1.99751 -1.35535 1.08328
C: 2.23850 2.69629 -0.97679
C: -0.00945 -0.11915 -0.00801
C: 0.32577 2.40879 -0.11784
C: 0.75115 1.08281 -0.15722
C: 0.67070 -2.30343 -0.88691
C: 0.74853 -1.35634 0.07471
H: -0.80364 0.20587 1.86440
H: -2.89399 -1.25188 0.55383
H: -0.63863 2.69697 -0.01318
H: -1.02081 -0.38046 -1.23853
H: 3.04223 3.17538 -1.55984
H: -2.20353 -1.50898 2.13762
H: -0.21055 -2.19674 -1.51564
H: -1.44863 -2.19398 0.69389
H: -1.84460 0.64615 0.77055
H: 1.62886 -1.21546 0.68092
H: 1.30224 -3.28711 -1.02476

Atom charges from the natural (NBO) analysis, given in e for atoms 1 to 5: number 1, S, carries 0.553; number 2, N, carries -0.523; number 3, N, carries -0.379; number 4, C, carries -0.412; number 5, C, carries -0.138

Relative energies in kJ/mol: one 67.7; two 0.0; three 165.5

one.
ORCA calculation (ωB97M-V/def2-TZVPD) on C2H2OS2 as an isolated structure.

## Properties
HOMO-LUMO gap: 7.816 eV
Spin multiplicity: 1
E_HOMO: -7.71 eV
M: 106.2 g mol⁻¹

Cartesian coordinates (Å):
S: 1.03590 -1.41630 0.10745
S: 1.03590 1.41629 0.10745
O: 1.85078 0.00000 -0.29270
C: -0.55322 -0.66393 0.02697
C: -0.55322 0.66393 0.02696
H: -1.40807 1.31068 0.01194
H: -1.40808 -1.31068 0.01193

Atom charges from the natural (NBO) analysis, given in e for atoms 1 to 5: number 1, S, carries 0.578; number 2, S, carries 0.578; number 3, O, carries -0.806; number 4, C, carries -0.420; number 5, C, carries -0.420

two.
ORCA calculation (ωB97M-V/def2-TZVPD) on the molecule C2H2OS2.

## Properties
HOMO-LUMO gap: 7.720 eV
Spin multiplicity: 1
E_HOMO: -8.19 eV
M: 106.2 g mol⁻¹
Structure (SMILES): C#S#S#CO

Cartesian coordinates (Å):
S: -0.36801 -0.65519 0.93221
S: 1.52848 -0.77587 -0.25745
O: -2.47307 -0.04325 -0.33048
C: -1.27848 -0.41652 -0.44787
C: 2.28810 0.60332 0.03120
H: -3.02449 0.35216 0.44744
H: 3.32747 0.93535 -0.37505

Atom charges from the natural (NBO) analysis, given in e for atoms 1 to 5: number 1, S, carries 0.058; number 2, S, carries 0.438; number 3, O, carries -0.662; number 4, C, carries 0.003; number 5, C, carries -0.544

Relative energies in kJ/mol: one 0.0; two 338.9

one.
ORCA calculation (ωB97M-V/def2-TZVPD) on the molecule C2H6N4OS.

## Properties
HOMO-LUMO gap: 8.175 eV
Spin multiplicity: 1
E_HOMO: -7.96 eV
M: 134.2 g mol⁻¹
Structure (SMILES): NC(=S)N/N=C\NO

Cartesian coordinates (Å):
S: 3.02326 -1.13485 0.12274
O: -2.03232 0.78504 -0.04709
N: 0.53703 -0.07461 -0.07830
N: 2.27311 1.38886 -0.14608
N: 0.01140 -1.32220 -0.28328
N: -2.26548 -0.60197 0.25430
C: -1.24485 -1.43115 -0.10796
C: 1.92380 0.07054 -0.02342
H: -3.12779 -0.87061 -0.18906
H: -1.66672 -2.43923 -0.26767
H: -0.11653 0.71078 -0.05755
H: -2.10441 1.15046 0.89945
H: 1.54730 2.06518 -0.10050
H: 3.24220 1.70377 0.02443

Atom charges from the natural (NBO) analysis, given in e for atoms 1 to 5: number 1, S, carries -0.196; number 2, O, carries -0.580; number 3, N, carries -0.490; number 4, N, carries -0.803; number 5, N, carries -0.239

two.
ORCA calculation (ωB97M-V/def2-TZVPD) on the molecule C2H6N4OS.

## Properties
HOMO-LUMO gap: 10.029 eV
Spin multiplicity: 1
E_HOMO: -9.65 eV
M: 134.2 g mol⁻¹
Structure (SMILES): [H]/N=C\NSC(=O)NN

Cartesian coordinates (Å):
S: 1.01844 0.61433 0.30068
O: 0.02270 -1.50028 -0.54846
N: -0.45864 1.62112 -2.17501
N: 1.03647 -0.58524 1.51780
N: -1.21229 -0.38760 2.24080
N: -0.14336 0.19201 -2.06228
C: 0.17862 -0.35633 -0.95344
C: -0.06719 -0.92169 2.32872
H: -1.12866 0.16658 1.14907
H: 0.31461 -1.49968 3.36220
H: -0.56862 -0.27191 -2.75698
H: 0.38842 2.31528 -2.08442
H: 1.75527 -1.27836 1.21428
H: -1.13579 1.89177 -1.53296

Atom charges from the natural (NBO) analysis, given in e for atoms 1 to 5: number 1, S, carries 0.345; number 2, O, carries -0.610; number 3, N, carries -0.659; number 4, N, carries -0.790; number 5, N, carries -0.623

Relative energies in kJ/mol: one 0.0; two 27.8